C21H29N3O4 | wB97M-V/def2-TZVPD

XYZ file:
```
57
Properties=species:S:1:pos:R:3:forces:R:3:nbo_charge:R:1
C 2.2546 -6.5354 2.6335 0.178 -0.100 -0.043 -0.251
O 1.0908 -5.7948 2.9033 -0.245 0.217 0.053 -0.493
C 1.1537 -4.4342 2.8366 -0.007 0.135 -0.005 0.287
C 2.2874 -3.7031 2.5054 0.052 -0.454 -0.008 -0.269
C 2.2302 -2.3185 2.4735 -0.225 0.199 0.103 -0.196
C 1.0616 -1.6412 2.7754 0.230 0.105 -0.004 -0.065
C 0.9815 -0.1380 2.7237 -0.089 0.021 0.107 -0.246
N 0.1658 0.3055 1.6105 0.423 -0.111 -0.020 -0.622
C -1.0867 0.7669 1.7747 -0.009 0.099 -0.644 0.692
O -1.6139 0.9321 2.8572 -0.320 0.040 0.389 -0.647
C -1.7639 1.1308 0.4553 -0.231 0.170 0.376 -0.326
C -3.2808 1.0202 0.5229 0.158 -0.081 -0.025 -0.382
C -3.8646 1.3567 -0.8440 -0.044 -0.060 0.060 -0.501
C -3.1560 2.4353 -1.6449 -0.262 -0.143 0.009 0.689
O -3.6030 2.7839 -2.7253 -0.216 -0.039 -0.275 -0.649
N -2.0078 2.9580 -1.1527 0.215 0.136 0.016 -0.446
C -1.2949 3.9395 -1.9429 0.059 0.209 -0.311 -0.223
C 0.0571 3.4237 -2.4497 -0.246 -0.187 0.077 -0.414
C -0.0805 2.0653 -3.1460 -0.128 0.123 0.275 -0.225
N 1.1818 1.3732 -3.2240 0.022 0.128 -0.184 -0.415
C 2.0927 1.5358 -4.3340 0.103 0.000 -0.295 -0.201
C 3.4056 0.9344 -3.8179 -0.006 -0.041 -0.016 -0.405
C 2.9550 -0.0316 -2.7227 0.056 0.015 0.018 -0.497
C 1.6105 0.5192 -2.2807 0.380 -0.093 -0.139 0.700
O 1.0058 0.2340 -1.2628 -0.266 -0.099 0.424 -0.683
C -1.4378 2.5853 0.1242 0.083 -0.221 0.225 -0.198
C -0.0728 -2.3802 3.1009 0.098 -0.110 -0.009 -0.178
C -0.0311 -3.7558 3.1314 0.064 -0.152 -0.020 -0.249
H 2.6075 -6.3735 1.6094 -0.001 0.006 0.046 0.174
H 1.9742 -7.5807 2.7549 0.070 0.060 -0.022 0.200
H 3.0583 -6.2936 3.3369 -0.024 0.002 -0.039 0.175
H 3.2187 -4.1944 2.2701 0.056 -0.083 -0.014 0.209
H 3.1204 -1.7632 2.2137 0.085 0.074 -0.025 0.204
H 0.5014 0.2451 3.6291 0.175 0.012 -0.111 0.240
H 1.9815 0.2959 2.6297 -0.076 -0.035 0.081 0.196
H 0.5202 0.1396 0.6772 -0.108 0.043 -0.074 0.437
H -1.3700 0.4864 -0.3358 0.044 0.072 -0.018 0.229
H -3.5795 0.0132 0.8182 -0.045 0.040 0.051 0.219
H -3.6471 1.7072 1.2872 0.017 -0.046 0.041 0.217
H -4.9111 1.6566 -0.7611 0.055 -0.004 -0.112 0.241
H -3.8481 0.4704 -1.4861 -0.022 0.084 -0.024 0.231
H -1.9428 4.1757 -2.7905 0.104 0.082 0.178 0.249
H -1.1400 4.8448 -1.3464 -0.039 -0.016 -0.062 0.198
H 0.4787 4.1646 -3.1304 0.062 0.047 0.028 0.211
H 0.7507 3.3080 -1.6137 0.055 0.006 -0.042 0.203
H -0.4945 2.1807 -4.1496 -0.018 -0.065 0.030 0.211
H -0.7540 1.4331 -2.5621 0.026 0.055 -0.134 0.228
H 1.7158 0.9930 -5.2105 0.038 0.099 0.013 0.187
H 2.1901 2.5911 -4.5990 -0.001 -0.058 -0.031 0.201
H 4.0302 1.7186 -3.3888 -0.010 0.000 -0.024 0.210
H 3.9681 0.4428 -4.6085 0.029 0.057 -0.009 0.220
H 2.7940 -1.0402 -3.1088 -0.019 -0.032 0.038 0.231
H 3.6469 -0.0978 -1.8854 -0.078 -0.039 0.028 0.235
H -0.3556 2.7199 0.0775 -0.055 0.011 -0.016 0.211
H -1.8282 3.2349 0.9194 0.112 -0.070 0.011 0.200
H -0.9902 -1.8606 3.3337 -0.144 0.060 0.041 0.225
H -0.9031 -4.3371 3.3862 -0.113 -0.069 0.038 0.223
```
Forces are in eV/Å.

Properties
Orbital gap ... 8.845 eV
SMILES string ... COc1ccc(CNC(=O)[C@H]2CCC(=O)N(CCCN3CCCC3=O)C2)cc1
HOMO energy ... -8.27 eV
Max |F| ... 0.0127 hartree/bohr
Energy above the lowest of the compared OMol25 structures with the same formula, charge and spin ... 8.6 kcal per mole



C4H12 | wB97M-V/def2-TZVPD

XYZ file:
```
16
Properties=species:S:1:pos:R:3:forces:R:3:nbo_charge:R:1
C -1.4536 1.6363 -0.6768 0.241 1.642 0.360 -0.615
C 0.0043 2.1238 -0.6605 0.573 -0.267 -0.639 -0.613
H -1.5832 0.7537 -0.0655 -0.204 -0.357 -0.297 0.212
H -2.0895 2.4394 -0.2706 0.066 -0.414 0.167 0.201
H -1.7784 1.5619 -1.7153 -0.062 -0.605 0.158 0.207
H 0.5120 1.7078 -1.5383 0.068 0.186 0.057 0.199
H 0.6388 1.8237 0.1706 -0.418 -0.228 0.374 0.203
H 0.1153 3.2064 -0.7050 -0.256 0.060 -0.187 0.204
C 0.9132 -2.4640 0.1877 0.080 0.282 0.103 -0.612
C 0.4581 -1.3793 1.1716 1.491 0.354 0.548 -0.619
H 1.0351 -2.0494 -0.8095 -0.052 0.104 -0.131 0.203
H 1.8793 -2.8873 0.4553 -0.059 -0.171 0.078 0.206
H 0.1646 -3.2441 0.0970 0.088 -0.286 0.136 0.204
H 0.9444 -1.3953 2.1653 -0.282 -0.799 -0.269 0.205
H -0.6015 -1.4323 1.3372 -0.485 0.483 -0.078 0.207
H 0.8411 -0.4013 0.8568 -0.787 0.012 -0.380 0.206
```
Forces are in eV/Å.

Properties
Orbital gap ... 12.674 eV
SMILES string ... CC.CC
HOMO energy ... -11.49 eV
Max |F| ... 0.0330 hartree/bohr
Energy above the lowest of the compared OMol25 structures with the same formula, charge and spin ... 8.7 kcal per mole



C4H6O2S | wB97M-V/def2-TZVPD

XYZ file:
```
13
Properties=species:S:1:pos:R:3:forces:R:3:nbo_charge:R:1
C -0.6368 -0.7167 -1.5155 -0.825 0.775 3.355 -0.291
C -0.0330 -0.0747 -0.4405 0.177 -1.375 -2.360 -0.165
C -0.6568 0.6903 0.6890 1.905 -0.083 0.263 -0.089
O -1.9706 0.6438 0.6620 -4.462 1.123 -0.762 -0.678
C 1.3871 -0.1726 -0.1618 3.060 -0.404 -1.842 0.274
O 1.5651 0.4984 0.9938 3.510 -0.187 1.247 -0.698
S 2.5710 -0.8440 -1.2314 -1.795 1.171 2.393 -0.151
H -1.7487 -0.6905 -1.4153 0.864 0.181 -0.768 0.200
H -0.2139 -1.4571 -2.2014 0.298 0.755 0.345 0.238
H -0.4251 0.1586 1.5857 1.082 -0.375 0.784 0.171
H -0.2349 1.6774 0.8546 -0.401 0.263 -0.519 0.203
H -2.0787 -0.2905 0.7031 -1.469 -1.080 0.059 0.457
H 2.4753 0.5777 1.4777 -1.944 -0.764 -2.194 0.528
```
Forces are in eV/Å.

Properties
Orbital gap ... 8.102 eV
SMILES string ... C=C(CO)C(O)=S
HOMO energy ... -8.84 eV
Max |F| ... 0.0907 hartree/bohr
Energy above the lowest of the compared OMol25 structures with the same formula, charge and spin ... 60.3 kcal per mole